[1]
The following is a quantum chemistry calculation of a molecular structure, C11H23Br10Na3O, from the OMol25 dataset.

Positions of all 48 atoms, in Å:
Na  0.818  -1.028  4.267
Na  3.318  -1.895  1.284
Na  0.643  -3.579  2.532
C  0.085  -0.743  0.729
O  0.985  -1.249  1.690
H  -0.424  -1.557  0.206
H  -0.618  0.001  1.114
H  0.635  -0.199  -0.055
Br  -0.149  -3.935  -1.484
C  -1.633  -4.799  -0.534
C  -2.949  -4.134  -0.890
Br  -4.337  -5.147  0.025
H  -1.456  -4.744  0.540
H  -1.623  -5.843  -0.828
H  -3.047  -4.145  -1.974
H  -3.009  -3.101  -0.560
Br  3.233  4.133  3.651
C  2.953  2.626  2.417
C  1.542  2.635  1.886
Br  0.237  2.380  3.328
H  3.237  1.741  2.987
H  3.708  2.711  1.637
H  1.337  1.903  1.107
H  1.310  3.611  1.465
Br  -0.602  3.863  -1.169
C  -0.397  1.949  -1.680
C  -0.201  1.880  -3.173
Br  1.556  2.532  -3.715
H  -1.336  1.534  -1.328
H  0.464  1.491  -1.197
H  -0.927  2.483  -3.709
H  -0.261  0.856  -3.543
Br  -3.159  3.885  2.282
C  -2.938  2.162  1.353
C  -4.275  1.419  1.471
Br  -4.187  -0.232  0.455
H  -2.140  1.643  1.868
H  -2.737  2.295  0.293
H  -5.113  2.004  1.112
H  -4.430  1.228  2.531
Br  4.319  -2.777  -1.781
C  2.878  -1.520  -2.223
C  3.348  -0.082  -2.085
Br  3.997  0.375  -0.281
H  1.970  -1.829  -1.715
H  2.644  -1.601  -3.288
H  2.549  0.628  -2.286
H  4.180  0.170  -2.733

HOMO-LUMO gap = 5.667 eV
ΔE to the lowest compared entry with this formula, charge and spin = 0.000 eV
DFT total energy = -727488.9878 eV
net charge = +2

Atom charges from the Mulliken analysis, given in e for atoms 1 to 5: Na 0.9276; Na 0.7830; Na 0.9519; C 1.3253; O -1.0472

[2]
The following is a quantum chemistry calculation of 7 unconnected molecules or ions with the total composition C49H63O, from the OMol25 dataset.

Positions of all 113 atoms, in Å:
C  -0.178  3.724  3.539
C  -0.877  2.832  2.410
C  0.079  2.541  1.222
C  -0.656  2.275  -0.139
C  -1.160  0.790  -0.284
C  -2.382  0.563  0.649
C  -3.174  -0.766  0.353
C  -3.541  -1.348  1.766
C  -2.299  -2.032  2.418
C  -2.237  -1.884  3.976
C  -1.056  -0.990  4.441
C  0.345  -1.693  4.349
O  0.355  -2.878  3.563
C  0.973  -2.712  2.292
H  0.724  3.095  3.826
H  -0.866  3.580  4.427
H  -1.812  3.331  2.064
H  -1.203  1.890  2.924
H  0.786  1.738  1.514
H  0.696  3.457  1.072
H  -1.482  2.987  -0.326
H  0.075  2.414  -0.968
H  -0.318  0.093  -0.098
H  -1.442  0.676  -1.356
H  -3.024  1.460  0.561
H  -1.989  0.465  1.675
H  -4.143  -0.497  -0.120
H  -2.610  -1.486  -0.264
H  -4.425  -2.011  1.734
H  -3.797  -0.466  2.392
H  -2.408  -3.119  2.220
H  -1.379  -1.616  1.977
H  -3.171  -1.388  4.316
H  -2.216  -2.874  4.471
H  -1.223  -0.703  5.499
H  -0.985  -0.037  3.879
H  0.625  -2.004  5.381
H  1.089  -0.933  4.049
H  1.628  -3.599  2.141
H  0.212  -2.734  1.490
H  1.621  -1.822  2.201
C  -7.015  0.584  -1.640
C  -7.450  -0.425  -0.789
C  -8.499  -1.252  -1.171
C  -9.106  -1.078  -2.409
C  -8.668  -0.072  -3.262
C  -7.625  0.761  -2.876
H  -6.199  1.231  -1.341
H  -6.972  -0.565  0.173
H  -8.842  -2.034  -0.505
H  -9.920  -1.726  -2.709
H  -9.140  0.063  -4.227
H  -7.287  1.549  -3.538
C  4.688  -0.522  0.813
C  5.245  -0.383  -0.453
C  5.965  -1.430  -1.015
C  6.121  -2.621  -0.314
C  5.562  -2.762  0.950
C  4.849  -1.711  1.515
H  4.129  0.295  1.251
H  5.118  0.542  -1.001
H  6.404  -1.319  -1.999
H  6.679  -3.439  -0.754
H  5.681  -3.690  1.495
H  4.416  -1.818  2.503
C  7.587  -3.406  6.221
C  8.506  -4.336  5.752
C  8.851  -4.356  4.406
C  8.282  -3.438  3.531
C  7.366  -2.505  4.001
C  7.015  -2.492  5.345
H  7.316  -3.393  7.270
H  8.954  -5.048  6.436
H  9.562  -5.085  4.039
H  8.553  -3.449  2.482
H  6.925  -1.790  3.319
H  6.296  -1.768  5.710
C  0.014  -3.695  -2.102
C  0.232  -2.388  -2.519
C  1.430  -1.752  -2.216
C  2.415  -2.427  -1.503
C  2.197  -3.736  -1.089
C  0.996  -4.368  -1.384
H  -0.922  -4.189  -2.334
H  -0.533  -1.864  -3.079
H  1.597  -0.730  -2.535
H  3.350  -1.933  -1.269
H  2.965  -4.261  -0.533
H  0.825  -5.386  -1.056
C  2.892  6.324  -2.624
C  3.225  6.006  -1.313
C  3.219  4.681  -0.896
C  2.890  3.672  -1.793
C  2.560  3.990  -3.105
C  2.557  5.316  -3.520
H  2.893  7.358  -2.947
H  3.487  6.791  -0.615
H  3.471  4.434  0.128
H  2.888  2.639  -1.468
H  2.303  3.204  -3.804
H  2.295  5.564  -4.541
C  -5.506  4.773  -6.764
C  -5.159  4.450  -5.458
C  -5.136  3.121  -5.053
C  -5.452  2.114  -5.958
C  -5.796  2.437  -7.265
C  -5.827  3.767  -7.667
H  -5.527  5.809  -7.078
H  -4.906  5.234  -4.755
H  -4.871  2.870  -4.033
H  -5.430  1.077  -5.643
H  -6.041  1.652  -7.970
H  -6.101  4.019  -8.684

HOMO-LUMO gap = 3.481 eV
DFT total energy = -53879.1930 eV
net charge = -1

Atom charges from the Mulliken analysis, given in e for atoms 1 to 5: C -0.7500; C -0.4020; C -0.0875; C -0.7782; C -0.1271

Among the records above, which one has the lowest net charge? C49H63O

Among the records above, which one has the lowest net charge? C49H63O

The lowest HOMO-LUMO gap belongs to which entry? C49H63O